Entry 1:
DFT (ωB97M-V with the def2-TZVPD basis set) results for C3H4CoO3 as an isolated structure at a distorted geometry.

CARTESIAN COORDINATES (ANGSTROEM)
H 1.0284 -0.3908 -1.1549
C -0.0704 -0.9479 0.0921
H 0.6205 -1.7624 1.9602
C 0.9070 -1.1676 1.0804
H -2.1368 2.0896 -1.6487
O 1.9260 -0.3418 1.1620
C -1.6303 0.7486 -0.4515
O -0.5138 0.4305 0.1401
Co 2.1809 1.0785 -0.1067
H -0.9100 -1.6349 -0.0171
O -1.4015 1.8982 -1.0560

Results
Frontier orbital gap (alpha / beta), Eh: 0.1912 / 0.2145
Multiplicity: 5
Total charge: -1
Energy above the lowest of the compared OMol25 structures with the same formula, charge and spin, kJ/mol: 518.23
Max |F|, Eh/bohr: 0.027
Energy, eV: -46938.283
HOMO (alpha / beta), eV: -1.617 / -2.304

Entry 2:
DFT (ωB97M-V with the def2-TZVPD basis set) results for C3H3ClN2O3P as an isolated structure at a distorted geometry.

CARTESIAN COORDINATES (ANGSTROEM)
H -2.2300 1.0008 -0.4174
C -0.1162 0.7276 -0.0348
N -1.4619 0.4217 -0.0825
Cl -2.9558 -1.8782 -0.1088
N -0.3207 -1.4789 0.1142
C -1.4803 -0.9335 -0.0614
O 2.7954 -2.1350 0.6218
O 3.3828 -0.8288 -1.4876
O 3.5991 0.3271 0.8374
H 1.9286 -2.4542 0.2718
P 3.0007 -0.6884 -0.0346
H 0.1479 1.7038 -0.1526
C 0.5964 -0.4241 0.1277

Results
Frontier orbital gap, Eh: 0.2969
Total charge: -1
Energy above the lowest of the compared OMol25 structures with the same formula, charge and spin, kJ/mol: 0.00
Max |F|, Eh/bohr: 0.057
Energy, eV: -34096.561
HOMO, eV: -5.163

Question: Among the records above, which one has the lowest max |F|?
Answer: C3H4CoO3